[1]
Here is a structure of composition C2H5F3OP from the Open Molecules 2025 dataset. Energies are from ωB97M-V with the def2-TZVPD basis set.

Computed properties:
Max |F|: 5.04 eV/Å
LUMO energy: -4.447 eV
Net charge: +1
2S+1: 1
Energy above the lowest of the compared OMol25 structures with the same formula, charge and spin: 34.8 kJ/mol

Positions of all 12 atoms, in Å:
C: 1.21 0.94 -1.14
C: -0.15 0.37 0.81
O: 0.54 -0.07 -0.29
F: -2.42 -1.49 1.50
F: -1.61 -1.54 -0.73
F: -0.28 -2.34 1.03
P: -1.14 -1.14 0.68
H: 1.93 0.54 -1.94
H: 1.87 1.57 -0.51
H: 0.49 1.45 -1.74
H: -0.82 1.30 0.67
H: 0.39 0.40 1.65

=====

[2]
Here is a cluster of 2 separate species, C2HN3O2 in total from the Open Molecules 2025 dataset. Energies are from ωB97M-V with the def2-TZVPD basis set.

Computed properties:
Max |F|: 5.30 eV/Å
LUMO energy (alpha / beta): -2.258 / -3.472 eV
Net charge: 0
2S+1: 1
Energy above the lowest of the compared OMol25 structures with the same formula, charge and spin: 757.3 kJ/mol

Positions of all 8 atoms, in Å:
C: 1.86 1.55 0.05
C: 1.73 -1.84 -0.10
N: 2.77 2.02 -0.47
N: 2.67 -2.10 0.50
N: 0.11 0.34 -0.45
O: 0.88 0.94 0.53
O: 0.69 -1.59 -0.71
H: -0.87 0.07 -0.21

=====

[3]
Here is a cluster of 14 separate species, C56H70N14 in total from the Open Molecules 2025 dataset. Energies are from ωB97M-V with the def2-TZVPD basis set.

Computed properties:
Max |F|: 3.53 eV/Å
LUMO energy: 0.480 eV
Net charge: 0
2S+1: 1
Energy above the lowest of the compared OMol25 structures with the same formula, charge and spin: 141.8 kJ/mol

Positions of all 140 atoms, in Å:
N: 0.48 -4.55 -3.95
C: 0.46 -4.61 -2.59
C: 0.21 -5.91 -2.21
C: -0.09 -6.63 -3.43
C: 0.16 -5.77 -4.46
H: 0.58 -3.70 -4.49
H: 0.77 -3.81 -1.99
H: 0.13 -6.36 -1.24
H: -0.19 -7.68 -3.49
H: 0.12 -5.96 -5.50
N: 1.19 4.85 -1.91
C: -0.12 4.59 -2.13
C: -0.23 3.92 -3.33
C: 1.08 3.67 -3.76
C: 1.98 4.31 -2.86
H: 1.53 5.35 -1.13
H: -0.88 4.79 -1.44
H: -1.24 3.64 -3.70
H: 1.40 3.19 -4.70
H: 3.02 4.55 -3.01
N: -3.06 3.71 2.97
C: -2.32 2.87 2.16
C: -1.37 2.30 2.90
C: -1.47 2.81 4.22
C: -2.56 3.60 4.26
H: -4.03 3.93 2.85
H: -2.47 2.74 1.13
H: -0.58 1.71 2.49
H: -0.84 2.56 5.07
H: -2.98 4.17 5.10
N: -5.88 3.94 -0.12
C: -5.02 4.79 0.53
C: -3.87 4.83 -0.20
C: -3.99 3.91 -1.29
C: -5.27 3.44 -1.28
H: -6.72 3.65 0.26
H: -5.30 5.43 1.37
H: -3.05 5.50 -0.06
H: -3.32 3.76 -2.13
H: -5.75 2.72 -1.95
N: -4.63 -1.41 2.13
C: -5.85 -1.94 1.86
C: -6.31 -1.27 0.78
C: -5.44 -0.27 0.38
C: -4.37 -0.37 1.31
H: -4.03 -1.72 2.90
H: -6.34 -2.75 2.41
H: -7.25 -1.45 0.28
H: -5.56 0.44 -0.43
H: -3.38 0.06 1.45
N: -0.14 5.47 1.59
C: 0.00 6.77 1.28
C: 1.33 7.09 1.07
C: 2.01 5.91 1.35
C: 1.12 4.93 1.72
H: -0.99 5.04 1.93
H: -0.86 7.40 1.17
H: 1.70 8.03 0.69
H: 3.05 5.71 1.14
H: 1.25 3.92 2.01
N: -1.50 -3.73 -0.15
C: -2.40 -3.15 0.75
C: -1.66 -2.90 1.90
C: -0.29 -3.38 1.71
C: -0.26 -3.82 0.41
H: -1.80 -3.88 -1.08
H: -3.39 -2.78 0.48
H: -1.96 -2.52 2.84
H: 0.58 -3.40 2.33
H: 0.55 -4.12 -0.22
N: 3.51 1.72 -1.47
C: 3.78 2.42 -0.34
C: 5.11 2.27 -0.01
C: 5.71 1.66 -1.15
C: 4.72 1.31 -1.99
H: 2.67 1.49 -1.95
H: 3.04 2.98 0.22
H: 5.71 2.72 0.80
H: 6.74 1.44 -1.30
H: 4.73 0.79 -2.94
N: 3.32 0.85 4.36
C: 2.84 0.50 3.13
C: 1.61 -0.10 3.30
C: 1.40 -0.15 4.69
C: 2.46 0.45 5.31
H: 4.24 1.16 4.58
H: 3.40 0.86 2.27
H: 0.90 -0.30 2.54
H: 0.56 -0.67 5.12
H: 2.60 0.60 6.36
N: -4.68 -3.04 -2.43
C: -3.94 -4.14 -2.64
C: -2.79 -3.80 -3.24
C: -2.85 -2.39 -3.48
C: -4.04 -1.95 -2.99
H: -5.46 -2.91 -1.79
H: -4.25 -5.11 -2.27
H: -2.00 -4.47 -3.59
H: -2.25 -1.77 -4.08
H: -4.55 -0.98 -3.02
N: 4.20 -1.75 -0.31
C: 4.28 -2.74 -1.27
C: 3.62 -3.82 -0.85
C: 3.27 -3.61 0.51
C: 3.54 -2.27 0.79
H: 4.35 -0.80 -0.54
H: 4.71 -2.52 -2.29
H: 3.34 -4.72 -1.41
H: 2.79 -4.39 1.14
H: 3.32 -1.70 1.67
N: -0.58 -0.76 -0.61
C: 0.58 -0.11 -0.28
C: 0.31 1.24 -0.40
C: -1.10 1.34 -0.80
C: -1.58 0.10 -0.90
H: -0.69 -1.78 -0.54
H: 1.42 -0.73 0.00
H: 0.96 2.04 -0.21
H: -1.59 2.24 -1.06
H: -2.63 -0.15 -1.10
N: 0.02 -0.03 -3.53
C: 1.14 -0.84 -3.60
C: 1.36 -1.13 -4.94
C: 0.40 -0.43 -5.71
C: -0.41 0.20 -4.82
H: -0.21 0.61 -2.77
H: 1.64 -1.14 -2.72
H: 2.20 -1.70 -5.35
H: 0.23 -0.38 -6.80
H: -1.35 0.67 -4.94
N: 4.69 -4.46 5.80
C: 5.51 -4.68 4.74
C: 5.10 -3.75 3.79
C: 4.07 -2.93 4.38
C: 3.89 -3.35 5.66
H: 4.93 -4.97 6.62
H: 6.16 -5.53 4.67
H: 5.47 -3.69 2.79
H: 3.65 -2.09 3.87
H: 3.12 -3.06 6.35

=====

[4]
Here is a structure of composition C32H47Cl3GaN3O3SSi from the Open Molecules 2025 dataset. Energies are from ωB97M-V with the def2-TZVPD basis set.

Computed properties:
Max |F|: 1.78 eV/Å
LUMO energy: 0.025 eV
Net charge: 0
2S+1: 1
Energy above the lowest of the compared OMol25 structures with the same formula, charge and spin: 22.1 kJ/mol

Positions of all 91 atoms, in Å:
C: -1.53 -2.13 -3.60
C: -1.08 -3.10 -2.55
H: -1.24 -2.47 -4.59
H: -1.09 -1.14 -3.43
H: -2.62 -2.02 -3.59
C: -0.60 -4.32 -2.80
C: -0.40 -4.91 -4.17
H: -0.32 -4.99 -1.98
H: -0.62 -4.20 -4.98
H: -1.05 -5.78 -4.32
H: 0.64 -5.25 -4.30
Ga: -0.45 0.15 -0.23
Cl: -2.62 0.53 0.10
Cl: -0.08 1.27 -2.16
H: 0.85 4.52 3.13
H: -1.42 5.53 2.09
C: 1.10 4.29 2.09
C: -1.01 5.19 1.12
N: -0.11 4.06 1.30
H: 1.76 3.42 2.05
C: -0.38 2.90 0.72
O: 0.36 1.88 0.79
H: -1.83 4.86 0.47
H: -1.32 2.87 0.16
H: 1.62 5.18 1.70
H: -0.47 6.03 0.66
H: 1.50 -1.55 -3.31
H: 2.40 -3.78 -2.09
C: 2.36 -1.03 -2.85
C: 3.24 -3.11 -1.85
N: 2.79 -1.75 -1.67
H: 2.07 -0.01 -2.59
C: 2.80 -1.18 -0.43
O: 2.08 -0.22 -0.09
H: 3.72 -3.45 -0.91
H: 3.50 -1.69 0.26
H: 3.19 -1.03 -3.58
H: 3.97 -3.16 -2.67
O: -0.16 -1.65 -0.92
C: -1.15 -2.59 -1.11
C: 0.15 -4.08 0.52
C: -1.06 -3.66 -0.01
H: 1.08 -3.67 0.13
C: 0.15 -5.01 1.57
H: -2.15 -2.15 -1.04
C: -2.26 -4.15 0.48
H: 1.10 -5.25 2.05
C: -1.04 -5.62 1.95
C: -2.25 -5.20 1.40
H: -3.19 -3.72 0.10
H: -1.01 -6.43 2.69
H: -3.18 -5.69 1.67
Si: -0.36 4.48 -5.24
Cl: -0.54 2.67 -6.26
C: 1.49 4.73 -5.05
C: -1.54 4.23 -3.80
C: -0.90 5.97 -6.27
H: 1.98 3.80 -4.72
H: 1.73 5.54 -4.34
H: 1.93 5.01 -6.03
H: -0.26 6.14 -7.15
H: -0.83 6.87 -5.64
H: -1.93 5.90 -6.63
H: -1.30 3.27 -3.29
H: -2.56 4.16 -4.20
H: -1.51 5.05 -3.06
N: 0.03 -0.80 1.50
S: -0.69 -1.00 2.89
C: 0.14 -2.29 3.92
C: -0.73 -3.18 4.57
C: -0.23 -4.11 5.48
C: 1.14 -4.19 5.73
C: 2.02 -3.34 5.04
C: 1.51 -2.39 4.13
C: -0.38 0.47 3.88
C: 0.87 1.07 3.95
C: 1.07 2.14 4.83
C: 0.01 2.66 5.57
C: -1.26 2.11 5.43
C: -1.46 1.01 4.60
H: 0.86 -1.39 1.42
H: -1.79 -3.12 4.34
H: -0.92 -4.77 6.01
H: 1.53 -4.89 6.47
H: 3.09 -3.41 5.23
H: 2.20 -1.73 3.59
H: 1.68 0.70 3.32
H: 2.07 2.54 4.95
H: 0.18 3.49 6.26
H: -2.09 2.51 6.00
H: -2.44 0.54 4.48

=====

[5]
Here is a cluster of 2 separate species, C9H9N2O2S in total from the Open Molecules 2025 dataset. Energies are from ωB97M-V with the def2-TZVPD basis set.

Computed properties:
Max |F|: 4.18 eV/Å
LUMO energy: 2.943 eV
Net charge: -1
2S+1: 1
Energy above the lowest of the compared OMol25 structures with the same formula, charge and spin: 226.4 kJ/mol

Positions of all 23 atoms, in Å:
C: -0.08 0.88 -3.87
C: -0.63 -0.44 -4.07
C: 0.40 1.18 -2.61
C: -0.82 -1.33 -3.07
C: 0.17 0.27 -1.59
C: -0.45 -0.96 -1.74
C: 0.61 0.73 -0.29
C: 0.45 -0.09 0.85
C: -0.32 -1.28 0.54
N: -0.65 -1.72 -0.63
N: -0.09 0.81 3.58
O: 1.91 -0.03 4.81
O: -0.42 -0.31 5.98
S: 0.67 0.80 4.92
H: 0.28 1.36 -4.86
H: -0.89 -0.87 -5.07
H: 0.90 2.16 -2.53
H: -1.14 -2.28 -3.41
H: 1.19 1.66 -0.33
H: 0.58 0.14 1.87
H: -0.41 -2.07 1.31
H: -0.52 -0.14 6.90
H: -0.76 1.55 3.33

=====

[6]
Here is a cluster of 9 separate species, C35H49N11OPS in total from the Open Molecules 2025 dataset. Energies are from ωB97M-V with the def2-TZVPD basis set.

Computed properties:
Max |F|: 9.13 eV/Å
LUMO energy: -5.231 eV
Net charge: +1
2S+1: 1

Positions of all 98 atoms, in Å:
N: 0.18 4.65 3.43
C: 0.25 4.61 4.96
N: -0.28 5.77 5.77
C: 0.82 6.58 6.43
C: 0.18 7.10 7.89
O: -0.92 7.89 7.76
N: 0.77 3.46 5.52
P: 0.90 3.19 7.28
S: -0.73 2.50 8.10
H: -0.61 5.30 3.14
H: -0.19 3.68 3.18
H: -0.69 6.43 5.05
H: 1.82 5.96 6.60
H: 1.16 7.53 5.79
H: 0.63 6.78 8.94
H: 1.08 2.70 4.89
H: 1.38 4.36 8.03
H: 1.96 2.19 7.46
N: -3.03 2.98 2.86
C: -2.90 2.65 1.53
C: -4.12 2.85 0.92
C: -5.01 3.31 1.91
C: -4.32 3.39 3.10
H: -2.29 2.93 3.55
H: -1.95 2.31 1.14
H: -4.33 2.67 -0.12
H: -6.06 3.57 1.77
H: -4.62 3.70 4.09
N: 0.14 -1.76 6.36
C: -0.24 -0.72 7.16
C: -0.87 -1.24 8.27
C: -0.87 -2.65 8.13
C: -0.23 -2.94 6.95
H: 0.62 -1.68 5.47
H: -0.03 0.30 6.87
H: -1.29 -0.66 9.08
H: -1.28 -3.37 8.83
H: -0.02 -3.89 6.47
N: -0.99 3.56 -2.80
C: -1.29 3.32 -4.11
C: -2.65 3.11 -4.20
C: -3.18 3.24 -2.90
C: -2.13 3.52 -2.05
H: -0.06 3.74 -2.44
H: -0.52 3.31 -4.87
H: -3.20 2.90 -5.11
H: -4.22 3.14 -2.61
H: -2.10 3.69 -0.98
N: -2.09 -2.89 1.84
C: -1.79 -4.15 2.29
C: -1.57 -4.07 3.65
C: -1.75 -2.72 4.03
C: -2.07 -2.01 2.90
H: -2.29 -2.64 0.88
H: -1.75 -4.99 1.61
H: -1.31 -4.90 4.30
H: -1.66 -2.31 5.03
H: -2.29 -0.97 2.75
N: -3.04 -3.14 11.33
C: -3.42 -4.40 10.94
C: -4.27 -4.91 11.90
C: -4.40 -3.92 12.91
C: -3.64 -2.84 12.53
H: -2.41 -2.54 10.82
H: -3.06 -4.83 10.02
H: -4.74 -5.88 11.88
H: -5.00 -3.98 13.81
H: -3.46 -1.88 13.00
N: 2.38 0.81 -6.14
C: 2.52 0.48 -7.47
C: 1.30 0.68 -8.08
C: 0.40 1.14 -7.09
C: 1.10 1.22 -5.90
H: 3.12 0.76 -5.45
H: 3.46 0.14 -7.86
H: 1.08 0.50 -9.12
H: -0.64 1.40 -7.22
H: 0.79 1.53 -4.91
N: 5.27 -1.74 -9.13
C: 4.34 -2.40 -9.89
C: 5.01 -3.32 -10.67
C: 6.39 -3.20 -10.37
C: 6.52 -2.22 -9.41
H: 5.06 -1.00 -8.46
H: 3.29 -2.16 -9.81
H: 4.56 -3.99 -11.38
H: 7.20 -3.78 -10.80
H: 7.39 -1.83 -8.91
N: 3.85 -4.07 -14.53
C: 2.92 -4.73 -15.29
C: 3.59 -5.65 -16.07
C: 4.97 -5.53 -15.77
C: 5.10 -4.55 -14.81
H: 3.64 -3.33 -13.87
H: 1.87 -4.49 -15.21
H: 3.13 -6.32 -16.78
H: 5.78 -6.11 -16.20
H: 5.97 -4.16 -14.31

=====

[7]
Here is a structure of composition C3H3O9Rb from the Open Molecules 2025 dataset. Energies are from ωB97M-V with the def2-TZVPD basis set.

Computed properties:
Max |F|: 8.38 eV/Å
LUMO energy: 2.260 eV
Net charge: -2
2S+1: 1
Energy above the lowest of the compared OMol25 structures with the same formula, charge and spin: 439.4 kJ/mol

Positions of all 16 atoms, in Å:
Rb: -1.91 -0.63 0.50
O: -6.73 4.61 -0.99
C: -6.62 3.29 -1.44
O: -5.68 2.70 -0.97
O: -7.39 2.76 -2.18
H: -6.00 4.87 -0.43
O: 3.78 -3.29 -1.73
C: 2.78 -3.81 -2.41
O: 1.72 -3.34 -2.08
O: 2.91 -4.77 -3.17
H: 3.14 -2.73 -1.28
O: 4.81 0.46 2.73
C: 3.69 0.12 3.18
O: 2.64 0.60 2.76
O: 3.82 -0.67 4.07
H: 5.03 -0.17 3.42

=====

[8]
Here is a cluster of 2 separate species, CH4Cl2PS in total from the Open Molecules 2025 dataset. Energies are from ωB97M-V with the def2-TZVPD basis set.

Computed properties:
Max |F|: 4.40 eV/Å
LUMO energy (alpha / beta): -8.256 / -8.256 eV
Net charge: +1
2S+1: 1
Energy above the lowest of the compared OMol25 structures with the same formula, charge and spin: 357.6 kJ/mol

Positions of all 9 atoms, in Å:
C: -1.08 -0.54 0.76
P: 0.13 0.01 -0.54
S: 0.54 2.09 -0.28
Cl: -0.26 -0.55 -2.35
Cl: 2.85 -1.09 0.31
H: -1.08 0.17 1.60
H: -0.89 -1.57 1.13
H: -1.99 -0.69 0.40
H: 1.78 2.17 -1.03

=====

[9]
Here is a cluster of 2 separate species, C5H14NO2S in total from the Open Molecules 2025 dataset. Energies are from ωB97M-V with the def2-TZVPD basis set.

Computed properties:
Max |F|: 4.61 eV/Å
LUMO energy: 3.491 eV
Net charge: -1
2S+1: 1
Energy above the lowest of the compared OMol25 structures with the same formula, charge and spin: 307.1 kJ/mol

Positions of all 23 atoms, in Å:
C: -1.47 1.38 -0.20
C: -0.44 0.49 -0.68
C: -0.94 -0.95 -1.21
C: -0.10 -2.15 -0.88
S: -0.05 -3.06 0.53
N: 0.57 0.37 0.38
C: 1.98 0.72 -0.01
O: 2.57 -0.36 -0.90
H: -1.82 2.00 -1.04
H: -2.40 0.84 0.29
H: -1.05 2.01 0.57
H: 0.05 1.06 -1.56
H: -1.91 -0.94 -0.61
H: -0.91 -0.79 -2.25
H: 2.06 -1.17 -0.94
H: 0.59 -2.34 -1.66
H: -0.47 -4.19 -0.01
H: 0.84 -0.69 0.56
H: 2.10 1.68 -0.63
H: 2.54 0.79 0.99
H: -0.28 1.19 2.64
H: -0.68 2.50 3.31
O: -0.79 1.62 3.33

=====

[10]
Here is a cluster of 3 separate species, C2H11N2O2 in total from the Open Molecules 2025 dataset. Energies are from ωB97M-V with the def2-TZVPD basis set.

Computed properties:
Max |F|: 2.88 eV/Å
LUMO energy (alpha / beta): -9.306 / -13.034 eV
Net charge: +2
2S+1: 2
Energy above the lowest of the compared OMol25 structures with the same formula, charge and spin: 191.7 kJ/mol

Positions of all 17 atoms, in Å:
C: -0.09 0.72 -1.24
C: 0.77 1.30 -0.35
N: 1.02 0.55 0.88
N: -0.39 1.29 -2.42
H: -0.48 -0.31 -1.15
H: 1.53 2.08 -0.50
H: 0.65 0.93 1.79
H: 2.02 0.44 1.11
H: 0.53 -0.38 0.88
H: -0.37 2.27 -2.70
H: -0.62 0.64 -3.16
H: -2.97 -1.75 -3.16
H: -2.32 -2.04 -4.51
O: -2.20 -2.17 -3.56
H: 1.23 -1.61 5.43
H: 0.81 -1.14 6.78
O: 0.90 -0.82 5.88

=====

[11]
Here is a structure of composition C15H10Cl3N5O5Pt from the Open Molecules 2025 dataset. Energies are from ωB97M-V with the def2-TZVPD basis set.

Computed properties:
Max |F|: 0.63 eV/Å
LUMO energy: -0.592 eV
Net charge: 0
2S+1: 1
Energy above the lowest of the compared OMol25 structures with the same formula, charge and spin: 121.6 kJ/mol

Positions of all 39 atoms, in Å:
Pt: 0.83 0.11 -0.13
Cl: -2.90 -2.43 5.23
C: -2.32 -1.54 3.85
C: -1.29 -2.06 3.09
C: -0.86 -1.31 2.01
Cl: 0.45 -1.92 0.99
C: -1.38 -0.07 1.64
O: -0.96 0.61 0.60
C: -2.43 0.40 2.45
Cl: -3.13 1.93 2.07
C: -2.89 -0.32 3.54
H: -0.84 -3.01 3.33
H: -3.69 0.08 4.14
O: 2.85 3.11 -1.21
C: 2.29 2.05 -1.10
O: 0.99 1.85 -1.08
C: 3.01 0.74 -0.90
C: 4.14 0.69 -0.07
C: 4.75 -0.51 0.23
C: 4.22 -1.66 -0.32
O: 4.68 -2.94 -0.19
C: 3.78 -3.76 -0.94
O: 2.87 -2.88 -1.63
C: 3.14 -1.63 -1.17
C: 2.49 -0.44 -1.51
H: 4.50 1.62 0.34
H: 5.62 -0.55 0.87
H: 3.21 -4.40 -0.27
H: 4.33 -4.34 -1.68
H: 1.79 -0.42 -2.33
N: 4.08 3.03 3.83
N: 3.50 1.84 3.42
N: 3.98 0.67 3.76
C: 3.17 -0.14 3.07
N: 2.26 0.54 2.37
N: 2.48 1.81 2.61
H: 4.39 2.90 4.78
H: 3.37 3.74 3.77
H: 3.26 -1.21 3.09